{
  "formula": "C49H56LuN6O",
  "method": "the ωB97M-V functional and the def2-TZVPD basis",
  "homo_lumo_gap_ev": 6.7412,
  "multiplicity": 1,
  "total_charge": 1,
  "symbols": ["Lu", "C", "C", "C", "C", "C", "C", "C", "C", "N", "C", "C", "C", "C", "N", "C", "C", "C", "C", "C", "C", "C", "C", "H", "H", "H", "H", "H", "H", "H", "H", "H", "H", "H", "H", "H", "H", "H", "H", "H", "H", "H", "H", "H", "H", "H", "H", "C", "C", "C", "C", "H", "H", "H", "H", "H", "H", "H", "H", "H", "C", "C", "C", "C", "C", "C", "N", "C", "C", "C", "C", "C", "C", "H", "H", "H", "H", "H", "H", "H", "H", "H", "H", "C", "C", "C", "C", "C", "N", "C", "O", "N", "C", "C", "C", "C", "N", "C", "C", "C", "H", "H", "H", "H", "H", "H", "H", "H", "H", "H", "H", "H", "H"],
  "positions_angstrom": [[0.65, -0.25, -0.16], [2.61, 3.43, 2.93], [2.89, 2.93, 1.54], [4.15, 2.06, 1.23], [4.94, 2.81, 0.16], [3.90, 3.21, -1.74], [2.66, 2.30, -1.58], [1.92, 1.97, -2.86], [1.81, 2.80, -0.39], [0.42, 2.66, -0.68], [-0.49, 3.51, -0.91], [-0.28, 4.98, -1.09], [-1.88, 2.92, -0.97], [-3.02, 3.84, -1.29], [-2.01, 1.68, -0.70], [-3.30, 1.11, -0.64], [-4.02, 1.16, 0.56], [-3.42, 1.84, 1.76], [-5.27, 0.56, 0.61], [-5.79, -0.09, -0.50], [-5.05, -0.17, -1.67], [-3.80, 0.42, -1.75], [-2.96, 0.33, -3.00], [3.30, 4.25, 3.18], [2.74, 2.64, 3.67], [1.59, 3.82, 3.00], [4.72, 1.72, 2.10], [5.94, 3.09, 0.45], [4.05, 3.74, -2.68], [2.64, 1.65, -3.62], [1.38, 2.83, -3.25], [1.20, 1.15, -2.72], [0.77, 5.19, -1.28], [-0.59, 5.53, -0.20], [-0.87, 5.34, -1.93], [-2.96, 4.18, -2.33], [-2.99, 4.73, -0.66], [-3.97, 3.34, -1.14], [-2.37, 1.59, 1.86], [-3.94, 1.55, 2.67], [-3.49, 2.93, 1.67], [-5.84, 0.60, 1.53], [-6.78, -0.53, -0.45], [-5.45, -0.69, -2.53], [-3.39, -0.38, -3.70], [-1.95, 0.00, -2.74], [-2.87, 1.30, -3.50], [-0.15, -3.56, 0.93], [-1.34, -2.68, 1.34], [-2.65, -3.46, 1.23], [-1.41, -1.35, 0.55], [-0.25, -4.53, 1.41], [0.92, -2.42, 2.25], [-1.12, -4.00, -0.92], [-1.19, -2.44, 2.40], [-2.89, -3.68, 0.19], [-3.47, -2.87, 1.64], [-2.59, -4.41, 1.77], [-1.98, -0.66, 1.18], [-2.08, -1.54, -0.31], [5.69, -3.16, -0.67], [5.95, -2.38, 0.45], [5.02, -1.47, 0.92], [3.79, -1.32, 0.28], [3.55, -2.09, -0.87], [4.48, -3.01, -1.33], [2.83, -0.39, 0.72], [3.21, 0.98, 0.48], [2.02, 1.89, 0.83], [2.69, 3.90, 0.34], [4.03, 3.96, -0.40], [4.80, 2.07, -1.19], [3.57, 1.18, -1.02], [6.42, -3.87, -1.03], [6.89, -2.49, 0.98], [5.24, -0.86, 1.79], [2.61, -1.97, -1.41], [4.25, -3.60, -2.20], [1.14, 1.46, 1.34], [2.23, 4.86, 0.58], [4.47, 4.96, -0.42], [5.69, 1.68, -1.69], [3.58, 0.24, -1.59], [3.64, -0.03, -4.22], [2.54, -0.99, -3.84], [2.82, -2.34, -3.61], [1.83, -3.27, -3.40], [0.49, -2.88, -3.40], [-0.59, -3.78, -3.32], [-0.53, -5.16, -3.15], [-1.24, -5.92, -3.79], [0.34, -5.60, -2.19], [0.78, -4.90, -1.04], [1.87, -5.34, -0.40], [2.52, -4.81, 0.79], [2.20, -3.74, 1.52], [1.08, -2.90, 1.37], [-0.11, -3.78, -0.58], [0.19, -1.52, -3.56], [1.21, -0.61, -3.80], [4.47, -0.08, -3.52], [3.27, 0.99, -4.26], [4.02, -0.29, -5.21], [3.85, -2.67, -3.65], [2.08, -4.31, -3.28], [-1.38, -3.53, -3.90], [0.49, -6.59, -2.20], [2.37, -6.20, -0.84], [3.43, -5.30, 1.06], [2.88, -3.43, 2.30], [0.18, -2.83, -1.06], [-0.84, -1.20, -3.59], [0.94, 0.42, -4.01]]
}

{
  "formula": "C25H36F3NO4S",
  "method": "the ωB97M-V functional and the def2-TZVPD basis",
  "smiles": "CCCCCCCCCCCCN1C/C(=C\\C(=O)OCC)c2cc(C(F)(F)F)ccc2S1(=O)=O",
  "homo_lumo_gap_ev": 8.8963,
  "relative_energy_ev": 0.2638,
  "multiplicity": 1,
  "symbols": ["C", "C", "C", "C", "C", "C", "C", "C", "C", "C", "C", "C", "N", "C", "C", "C", "C", "O", "O", "C", "C", "C", "C", "C", "C", "F", "F", "F", "C", "C", "C", "S", "O", "O", "H", "H", "H", "H", "H", "H", "H", "H", "H", "H", "H", "H", "H", "H", "H", "H", "H", "H", "H", "H", "H", "H", "H", "H", "H", "H", "H", "H", "H", "H", "H", "H", "H", "H", "H", "H"],
  "positions_angstrom": [[0.57, -1.99, -3.42], [-0.75, -1.31, -3.75], [-1.93, -2.09, -3.18], [-3.29, -1.46, -3.49], [-3.59, -0.21, -2.66], [-3.93, -0.53, -1.20], [-4.07, 0.75, -0.37], [-4.27, 0.43, 1.11], [-4.16, 1.65, 2.03], [-2.88, 2.48, 1.85], [-1.61, 1.64, 1.95], [-0.38, 2.39, 1.42], [0.62, 1.50, 0.84], [1.28, 0.58, 1.73], [2.42, -0.15, 1.06], [3.10, -1.14, 1.67], [2.93, -1.68, 3.03], [3.57, -2.62, 3.43], [2.02, -1.03, 3.77], [1.82, -1.51, 5.10], [2.87, -0.96, 6.06], [2.78, 0.22, -0.31], [4.10, 0.22, -0.75], [4.39, 0.57, -2.06], [5.83, 0.60, -2.51], [5.97, 0.43, -3.83], [6.42, 1.77, -2.21], [6.57, -0.35, -1.91], [3.39, 0.95, -2.95], [2.08, 0.97, -2.51], [1.79, 0.60, -1.22], [0.14, 0.69, -0.55], [-0.68, 1.54, -1.35], [-0.34, -0.63, -0.25], [1.41, -1.45, -3.85], [0.70, -2.03, -2.34], [0.58, -3.00, -3.80], [-0.86, -1.22, -4.84], [-0.75, -0.30, -3.33], [-1.91, -3.10, -3.60], [-1.80, -2.18, -2.10], [-3.32, -1.20, -4.55], [-4.08, -2.20, -3.31], [-4.43, 0.32, -3.11], [-2.73, 0.46, -2.68], [-3.12, -1.12, -0.78], [-4.84, -1.12, -1.15], [-4.91, 1.34, -0.74], [-3.16, 1.33, -0.52], [-5.26, -0.02, 1.25], [-3.54, -0.32, 1.41], [-5.01, 2.31, 1.85], [-4.22, 1.31, 3.06], [-2.86, 3.27, 2.60], [-2.91, 2.96, 0.87], [-1.45, 1.32, 2.98], [-1.72, 0.75, 1.33], [-0.68, 3.04, 0.60], [0.11, 2.99, 2.19], [0.58, -0.16, 2.12], [1.68, 1.15, 2.58], [3.87, -1.66, 1.13], [0.82, -1.18, 5.38], [1.86, -2.61, 5.10], [2.87, 0.13, 6.03], [3.86, -1.31, 5.77], [2.66, -1.29, 7.07], [4.90, -0.04, -0.08], [3.64, 1.23, -3.96], [1.27, 1.27, -3.16]]
}

{
  "formula": "C25H51ClGaO18",
  "method": "the ωB97M-V functional and the def2-TZVPD basis",
  "homo_lumo_gap_ev": 7.0223,
  "multiplicity": 1,
  "total_charge": -1,
  "symbols": ["C", "C", "C", "Cl", "Ga", "O", "C", "C", "O", "O", "H", "H", "H", "H", "H", "H", "H", "H", "H", "H", "H", "C", "C", "O", "C", "O", "O", "C", "H", "H", "H", "H", "H", "H", "H", "H", "C", "C", "O", "C", "O", "O", "C", "H", "H", "H", "H", "H", "H", "H", "H", "C", "C", "O", "C", "O", "O", "C", "H", "H", "H", "H", "H", "H", "H", "H", "C", "C", "O", "C", "O", "O", "C", "H", "H", "H", "H", "H", "H", "H", "H", "C", "C", "O", "C", "O", "O", "C", "H", "H", "H", "H", "H", "H", "H", "H"],
  "positions_angstrom": [[0.62, 3.67, -0.12], [0.20, 3.23, -1.64], [0.96, 4.04, -2.84], [0.68, 3.02, -4.41], [3.01, 4.22, -2.64], [3.76, 2.61, -1.92], [4.01, 4.74, -4.37], [4.74, 3.35, -4.94], [6.09, 3.20, -4.82], [3.91, 2.32, -5.58], [-0.23, 4.28, 0.41], [1.60, 4.30, -0.03], [0.76, 2.66, 0.50], [0.30, 2.07, -1.78], [-0.96, 3.47, -1.75], [0.44, 5.09, -3.09], [3.25, 5.43, -1.58], [3.23, 1.89, -2.35], [3.35, 5.25, -5.20], [4.90, 5.49, -4.09], [4.20, 1.41, -5.22], [4.88, 0.37, -8.29], [3.95, -0.72, -7.78], [4.25, -1.98, -8.40], [5.36, -2.61, -7.95], [6.12, -2.20, -7.08], [5.51, -3.76, -8.65], [6.71, -4.46, -8.36], [4.85, 0.43, -9.38], [4.60, 1.34, -7.88], [5.92, 0.17, -8.02], [2.92, -0.46, -8.05], [3.99, -0.80, -6.69], [6.80, -4.66, -7.28], [7.57, -3.89, -8.72], [6.68, -5.42, -8.88], [-2.73, -0.99, 4.08], [-2.85, 0.52, 4.18], [-1.86, 1.07, 5.06], [-0.60, 1.12, 4.58], [-0.24, 0.75, 3.47], [0.21, 1.62, 5.54], [1.59, 1.62, 5.19], [-2.78, -1.44, 5.08], [-3.54, -1.40, 3.47], [-1.78, -1.29, 3.64], [-3.83, 0.78, 4.60], [-2.79, 1.00, 3.19], [1.76, 2.14, 4.24], [1.96, 0.59, 5.14], [2.14, 2.15, 5.98], [-6.84, 3.52, -0.96], [-5.77, 2.52, -0.56], [-4.65, 3.17, 0.05], [-4.85, 3.60, 1.33], [-5.87, 3.47, 1.98], [-3.72, 4.22, 1.74], [-3.83, 4.81, 3.03], [-6.41, 4.30, -1.60], [-7.65, 3.02, -1.50], [-7.27, 4.02, -0.09], [-5.39, 2.02, -1.46], [-6.17, 1.73, 0.09], [-4.16, 4.08, 3.78], [-4.52, 5.66, 2.99], [-2.84, 5.18, 3.33], [6.42, -3.72, 3.30], [5.12, -3.53, 4.05], [4.53, -2.26, 3.76], [3.94, -2.14, 2.54], [3.87, -3.02, 1.69], [3.48, -0.88, 2.41], [2.93, -0.60, 1.12], [7.11, -2.89, 3.51], [6.90, -4.66, 3.59], [6.27, -3.74, 2.22], [5.32, -3.55, 5.13], [4.41, -4.34, 3.84], [2.15, -1.32, 0.85], [3.73, -0.59, 0.37], [2.48, 0.40, 1.15], [-8.33, -5.09, 2.21], [-7.26, -6.09, 2.61], [-6.14, -5.44, 3.23], [-6.34, -5.01, 4.50], [-7.37, -5.14, 5.15], [-5.21, -4.39, 4.92], [-5.32, -3.80, 6.21], [-7.91, -4.31, 1.57], [-9.14, -5.59, 1.67], [-8.76, -4.59, 3.08], [-6.88, -6.59, 1.71], [-7.66, -6.87, 3.27], [-5.65, -4.53, 6.96], [-6.01, -2.95, 6.17], [-4.33, -3.43, 6.50]]
}

{
  "formula": "CH3ClN4",
  "method": "the ωB97M-V functional and the def2-TZVPD basis",
  "homo_lumo_gap_ev": 9.7424,
  "relative_energy_ev": 1.9293,
  "multiplicity": 1,
  "symbols": ["C", "N", "N", "N", "N", "Cl", "H", "H", "H"],
  "positions_angstrom": [[0.57, -1.54, -0.77], [-0.45, 0.42, 0.15], [0.76, 1.13, 0.54], [-0.37, -0.89, -0.21], [1.80, 0.75, 0.89], [2.18, -1.29, -1.23], [0.26, -2.53, -0.88], [-1.36, 0.71, 0.33], [0.43, 2.05, 0.58]]
}

{
  "formula": "C44H103BBrN2O15",
  "method": "the ωB97M-V functional and the def2-TZVPD basis",
  "homo_lumo_gap_ev": 6.7602,
  "multiplicity": 1,
  "total_charge": -1,
  "symbols": ["C", "C", "O", "N", "C", "B", "C", "O", "N", "O", "C", "C", "O", "O", "C", "C", "O", "Br", "H", "H", "H", "H", "H", "H", "H", "H", "H", "H", "H", "H", "H", "C", "C", "O", "C", "C", "H", "H", "H", "H", "H", "H", "H", "H", "H", "H", "C", "C", "O", "C", "C", "H", "H", "H", "H", "H", "H", "H", "H", "H", "H", "C", "C", "O", "C", "C", "H", "H", "H", "H", "H", "H", "H", "H", "H", "H", "C", "C", "O", "C", "C", "H", "H", "H", "H", "H", "H", "H", "H", "H", "H", "C", "C", "O", "C", "C", "H", "H", "H", "H", "H", "H", "H", "H", "H", "H", "C", "C", "O", "C", "C", "H", "H", "H", "H", "H", "H", "H", "H", "H", "H", "C", "C", "O", "C", "C", "H", "H", "H", "H", "H", "H", "H", "H", "H", "H", "C", "C", "O", "C", "C", "H", "H", "H", "H", "H", "H", "H", "H", "H", "H", "C", "C", "O", "C", "C", "H", "H", "H", "H", "H", "H", "H", "H", "H", "H"],
  "positions_angstrom": [[3.16, 0.85, 4.43], [4.67, 0.89, 4.45], [5.26, 0.99, 5.53], [5.29, 0.85, 3.21], [4.97, -0.39, 2.50], [6.78, 1.32, 3.13], [7.10, 1.36, 1.50], [8.04, 2.42, 1.15], [7.92, 2.88, -0.14], [7.88, 2.03, -0.96], [7.80, 0.29, 3.93], [9.23, 0.37, 3.53], [9.93, 1.36, 3.53], [9.77, -0.86, 3.10], [7.00, 2.84, 3.76], [6.35, 3.97, 3.08], [6.90, 4.90, 2.54], [4.37, 3.96, 2.98], [2.83, 1.77, 4.93], [2.75, 0.86, 3.43], [2.79, 0.01, 5.02], [4.62, -0.18, 1.48], [5.84, -1.04, 2.42], [4.17, -0.94, 2.98], [6.17, 1.61, 0.98], [7.45, 0.40, 1.13], [7.78, 0.56, 4.99], [7.48, -0.75, 3.87], [10.44, -1.12, 3.74], [8.06, 3.08, 3.66], [6.74, 2.86, 4.82], [-0.81, 2.33, -0.34], [-0.67, 1.86, 1.10], [0.60, 2.12, 1.66], [0.97, 3.49, 1.70], [0.05, 4.36, 2.54], [-0.02, 1.90, -0.96], [-1.78, 2.02, -0.74], [-0.75, 3.42, -0.42], [-0.80, 0.78, 1.15], [-1.46, 2.30, 1.73], [1.05, 3.89, 0.68], [1.98, 3.51, 2.11], [-0.95, 4.42, 2.11], [0.45, 5.37, 2.59], [-0.04, 3.96, 3.55], [-3.00, -2.38, -0.91], [-2.38, -2.19, 0.46], [-2.74, -0.97, 1.09], [-4.12, -0.78, 1.33], [-4.72, -1.82, 2.26], [-2.77, -1.53, -1.55], [-2.61, -3.29, -1.37], [-4.08, -2.48, -0.86], [-1.30, -2.15, 0.38], [-2.62, -3.04, 1.11], [-4.67, -0.73, 0.39], [-4.19, 0.21, 1.79], [-4.71, -2.81, 1.80], [-5.76, -1.57, 2.49], [-4.16, -1.87, 3.19], [-5.99, -7.12, -0.57], [-5.59, -5.95, -1.46], [-4.23, -5.56, -1.32], [-3.27, -6.55, -1.63], [-3.33, -7.05, -3.06], [-5.75, -6.90, 0.47], [-7.06, -7.31, -0.65], [-5.47, -8.04, -0.84], [-6.17, -5.07, -1.20], [-5.82, -6.18, -2.51], [-3.34, -7.39, -0.93], [-2.31, -6.07, -1.45], [-4.25, -7.59, -3.27], [-2.49, -7.72, -3.26], [-3.27, -6.21, -3.76], [0.03, 0.90, -6.12], [-0.43, 1.66, -4.89], [0.48, 1.64, -3.82], [1.76, 2.20, -4.06], [1.72, 3.68, -4.43], [0.30, -0.13, -5.86], [-0.76, 0.87, -6.87], [0.91, 1.36, -6.59], [-1.34, 1.20, -4.50], [-0.69, 2.69, -5.16], [2.29, 1.63, -4.83], [2.31, 2.07, -3.13], [1.24, 3.85, -5.39], [2.74, 4.07, -4.49], [1.18, 4.24, -3.67], [-0.40, 7.63, -0.90], [-1.11, 7.84, 0.43], [-0.24, 8.02, 1.52], [0.63, 9.13, 1.46], [-0.09, 10.47, 1.39], [0.31, 6.81, -0.83], [-1.13, 7.39, -1.68], [0.14, 8.52, -1.22], [-1.69, 6.95, 0.67], [-1.82, 8.67, 0.36], [1.33, 9.03, 0.62], [1.22, 9.08, 2.37], [-0.65, 10.59, 0.46], [0.64, 11.28, 1.45], [-0.79, 10.57, 2.22], [-5.99, -5.10, 6.58], [-5.94, -6.46, 5.89], [-6.66, -6.52, 4.68], [-6.23, -5.63, 3.66], [-4.79, -5.85, 3.22], [-7.03, -4.79, 6.72], [-5.50, -5.15, 7.55], [-5.49, -4.33, 6.00], [-6.40, -7.21, 6.54], [-4.90, -6.76, 5.74], [-6.38, -4.59, 3.97], [-6.90, -5.81, 2.82], [-4.08, -5.62, 4.02], [-4.55, -5.21, 2.38], [-4.64, -6.89, 2.93], [1.27, -1.63, -2.68], [2.09, -1.14, -1.51], [2.55, -2.18, -0.67], [3.38, -3.15, -1.29], [4.65, -2.60, -1.91], [0.44, -2.25, -2.33], [0.87, -0.78, -3.24], [1.86, -2.23, -3.38], [1.49, -0.50, -0.87], [2.93, -0.53, -1.86], [2.80, -3.71, -2.05], [3.62, -3.86, -0.50], [4.45, -1.94, -2.75], [5.27, -3.42, -2.28], [5.22, -2.04, -1.17], [7.34, 8.25, -3.32], [6.20, 7.59, -2.56], [6.44, 6.25, -2.21], [7.57, 6.02, -1.37], [7.47, 6.72, -0.02], [7.60, 7.66, -4.20], [7.04, 9.25, -3.64], [8.24, 8.35, -2.71], [5.31, 7.57, -3.18], [5.95, 8.19, -1.67], [8.49, 6.29, -1.89], [7.59, 4.95, -1.20], [7.49, 7.81, -0.12], [8.31, 6.42, 0.61], [6.55, 6.44, 0.49], [-10.78, -5.80, -2.61], [-9.80, -5.99, -3.76], [-8.71, -6.83, -3.44], [-9.03, -8.16, -3.08], [-9.74, -8.94, -4.17], [-10.27, -5.45, -1.72], [-11.54, -5.07, -2.89], [-11.30, -6.73, -2.36], [-9.36, -5.03, -4.02], [-10.32, -6.35, -4.65], [-9.61, -8.18, -2.15], [-8.07, -8.64, -2.86], [-10.74, -8.53, -4.38], [-9.87, -9.98, -3.87], [-9.17, -8.91, -5.10]]
}